(1)
DFT (wB97M-V/def2-TZVPD) results for 2 unconnected molecules or ions with the total composition C2H8N2O2 at a distorted geometry.

Positions of all 14 atoms, in Å:
N 0.2829 -0.6710 0.0633
C -0.9760 -0.3824 -0.6196
N -1.5013 -1.5114 -1.4942
H 0.0055 -1.2539 0.8521
H 0.9777 -1.1523 -0.5185
H -1.8532 -0.0684 -0.0021
H -0.7577 0.4697 -1.3283
H -0.9896 -1.4148 -2.4044
H -1.4047 -2.4553 -1.2290
O 2.4708 0.6832 1.6106
C 1.3976 1.3112 1.5533
O 1.0503 2.0441 0.4726
H 0.8572 1.6195 2.4414
H 0.4406 2.7818 0.6029

Calculated values
- <S²>: 0.76
- Net charge: +1
- Frontier orbital gap (alpha / beta): 10.8 / 5.3 eV
- Spin multiplicity: 2

Results of the Löwdin charge analysis, in e, for atoms 1 through 8:
1. N 0.20
2. C -0.24
3. N 0.21
4. H 0.13
5. H 0.15
6. H 0.15
7. H 0.15
8. H 0.14



(2)
DFT (wB97M-V/def2-TZVPD) results for a gas-phase ion, C3H4N3O (charge -1) at a distorted geometry.

Positions of all 11 atoms, in Å:
C -0.4646 -1.1897 0.6215
C 0.3304 -0.2085 1.0035
C 0.3614 0.2215 -2.1407
N 0.4584 0.9650 -1.2214
N 0.7649 0.8794 0.1087
N -0.1960 -0.1110 -3.2368
O 0.3686 -0.4704 -4.3544
H -0.9264 -1.8020 1.4611
H 0.5536 0.0235 2.0496
H 0.5910 1.8173 0.4151
H -1.1597 -0.1679 -3.1195

Calculated values
- <S²>: 2.04
- Net charge: -1
- Frontier orbital gap (alpha / beta): 4.0 / 5.0 eV
- Spin multiplicity: 3

Results of the Löwdin charge analysis, in e, for atoms 1 through 8:
1. C 0.02
2. C -0.30
3. C -0.31
4. N -0.04
5. N -0.11
6. N -0.23
7. O -0.28
8. H 0.01



Quick rundown of energy relative to the best compared isomer or geometry (same formula, charge and spin), same order as above: 39.4; 151.1 kcal per mole